ORCA calculation (ωB97M-V with the def2-TZVPD basis set) on 2 unconnected molecules or ions with the total composition C5H8BrI in a non-equilibrium geometry.

Structure (XYZ):
```
15
Properties=species:S:1:pos:R:3:forces:R:3:mulliken_charge:R:1
C 2.405265 1.589033 -1.096880 -1.4 0.2 -0.6 -0.26
C 0.731514 -0.394365 -0.563490 1.2 0.7 -0.7 -0.49
C -0.673544 0.987782 0.674845 0.2 0.1 0.1 -1.33
C -1.529212 -1.369531 0.205071 0.1 0.0 -0.1 -1.54
C -0.688735 -0.207803 -0.309356 -0.4 -0.5 0.2 0.76
Br 3.480479 1.416743 0.386159 0.6 -0.3 0.5 -0.03
I 1.721340 -2.043654 0.140723 -0.2 -0.1 0.2 0.16
H 2.891563 1.026407 -1.912533 0.1 -0.3 0.3 0.20
H -1.665712 1.428184 0.715898 -0.1 0.0 0.0 0.38
H 0.041589 1.737838 0.346818 0.0 0.1 0.0 0.41
H -0.391554 0.642671 1.668356 0.0 0.0 0.1 0.34
H -1.508245 -2.191050 -0.509380 0.0 -0.1 0.0 0.39
H -2.561326 -1.062741 0.347532 -0.1 0.1 0.0 0.41
H -1.142128 -1.729571 1.157617 0.0 0.0 0.0 0.39
H -1.111300 0.170059 -1.251379 0.2 0.1 0.0 0.23
```
Positions in Å, forces in eV/Å.

Computed properties:
E (eV): -83451.03975
HOMO level (alpha / beta) (eV): -7.954 / -7.954
ΔE to the lowest compared entry with this formula, charge and spin (kJ/mol): 541.1
Multiplicity: 1


ORCA calculation (ωB97M-V with the def2-TZVPD basis set) on 5 unconnected molecules or ions with the total composition C20H43O10PS in a non-equilibrium geometry.

Structure (XYZ):
```
75
Properties=species:S:1:pos:R:3:forces:R:3:mulliken_charge:R:1
C -4.159638 0.824715 1.988309 0.1 -0.2 0.1 -0.82
C -3.486621 0.835474 0.634329 -0.2 0.2 0.1 -0.54
O -2.762044 -0.373575 0.384780 0.3 0.1 -0.1 -0.32
C -3.336204 -1.507313 -0.054932 -0.3 -0.1 0.1 0.91
C -4.842810 -1.614196 -0.100969 0.0 0.2 -0.3 -1.21
O -2.625607 -2.427670 -0.358847 0.1 0.0 0.0 -0.55
H -4.897682 0.031111 2.065646 -0.1 0.1 0.0 0.20
H -4.666939 1.771419 2.170295 0.0 0.0 0.0 0.30
H -3.419915 0.665581 2.774565 0.1 0.1 0.0 0.34
H -4.191762 1.031327 -0.175621 0.0 -0.1 0.0 0.32
H -2.737196 1.624578 0.596966 0.1 -0.1 0.0 0.39
H -5.180513 -2.145777 0.786589 0.0 0.0 0.0 0.27
H -5.113446 -2.192514 -0.981252 0.1 -0.2 0.1 0.36
H -5.363043 -0.662036 -0.155976 0.0 0.0 0.2 0.35
C -8.823850 3.394240 4.055582 0.0 -0.1 0.0 -0.99
C -8.192218 3.381151 2.679190 -0.2 0.1 0.1 -0.44
O -7.476022 2.168143 2.427156 0.2 0.0 -0.1 -0.33
C -8.062089 1.034687 2.000619 -0.2 -0.1 0.1 0.82
C -9.569716 0.944460 1.941048 0.0 0.3 -0.3 -1.16
O -7.366829 0.096587 1.720215 0.0 0.0 -0.1 -0.51
H -9.563162 2.602066 4.171653 -0.1 0.0 -0.1 0.28
H -9.316106 4.349375 4.238527 0.0 0.0 0.0 0.37
H -8.061480 3.242971 4.819279 0.0 0.0 0.0 0.31
H -8.916708 3.569709 1.885528 0.0 0.0 0.0 0.37
H -7.442590 4.166966 2.612796 0.1 -0.1 0.0 0.33
H -9.921002 0.430591 2.834201 0.0 0.0 0.0 0.28
H -9.839107 0.354154 1.069002 0.1 -0.1 0.1 0.32
H -10.075719 1.902974 1.859032 0.0 0.0 0.1 0.36
C 6.990623 2.843830 -2.263622 -0.1 0.1 -0.1 -0.88
C 6.892069 2.836799 -0.751594 0.0 -0.1 -0.1 -0.41
O 6.004547 3.845051 -0.264122 0.1 0.1 0.2 -0.37
C 4.667335 3.684724 -0.203809 -0.2 -0.1 -0.1 0.50
C 4.034154 2.472010 -0.848071 0.1 -0.3 0.2 -0.42
O 4.004595 4.534086 0.321478 0.0 0.1 0.0 -0.57
H 6.032108 2.625949 -2.734659 0.0 -0.1 0.0 0.23
H 7.713136 2.100244 -2.601379 0.0 0.0 0.0 0.34
H 7.309910 3.825233 -2.613842 0.0 0.0 0.0 0.31
H 6.613715 1.857938 -0.357761 0.0 0.0 0.0 0.37
H 7.860114 3.084195 -0.320474 0.0 0.1 0.1 0.31
H 3.649234 2.761486 -1.825114 0.0 0.0 0.0 0.28
H 3.204829 2.146494 -0.225007 -0.1 0.2 0.0 0.15
H 4.703545 1.623012 -0.965232 0.0 0.1 -0.1 0.16
C 5.074280 -3.471946 -0.044840 -0.1 0.1 0.0 -0.73
C 5.522452 -3.419886 1.400797 0.0 -0.2 -0.2 -0.59
O 4.870725 -2.372386 2.120772 0.2 0.2 0.1 -0.39
C 3.636262 -2.488862 2.651806 -0.2 -0.1 -0.1 0.77
C 2.794530 -3.704150 2.331664 0.2 -0.2 0.2 -0.85
O 3.215793 -1.597575 3.333779 0.0 0.1 0.0 -0.57
H 4.009525 -3.688883 -0.132852 0.0 -0.1 0.0 0.22
H 5.625460 -4.243476 -0.585689 0.0 0.0 0.0 0.36
H 5.247363 -2.514078 -0.530976 0.1 0.0 0.0 0.28
H 5.397000 -4.376183 1.912261 -0.1 0.0 0.0 0.39
H 6.582086 -3.175960 1.449476 0.0 0.1 0.1 0.34
H 2.096226 -3.443170 1.537664 0.0 0.0 0.0 0.18
H 2.229165 -3.967443 3.221839 -0.1 0.1 0.0 0.32
H 3.363575 -4.580771 2.031423 0.0 0.1 -0.1 0.30
C 0.634213 -0.545345 -0.128145 0.3 -0.1 -0.5 -0.72
C 0.238308 -0.525515 -1.604191 -0.1 -0.1 0.2 -0.36
S 1.402919 -1.616413 -2.447710 0.1 0.0 0.0 -0.09
C 1.173695 -1.392743 -4.232394 1.1 -0.2 0.1 -0.76
P 2.608303 -0.463706 -5.013461 -0.5 1.3 0.1 -0.11
C 4.024405 -0.819776 -3.922155 0.1 -0.5 -0.6 -0.25
O 4.180804 -2.210256 -3.815802 -0.4 -0.3 -0.2 -0.16
O 5.397222 -2.396401 -3.091723 0.6 -0.1 0.4 -0.40
H -0.200375 -0.822862 0.486418 -0.4 0.1 0.4 0.24
H 1.052503 0.405236 0.147654 0.0 0.5 0.4 0.24
H 1.421718 -1.265477 0.029046 0.3 -0.4 0.2 0.02
H 0.256154 0.486838 -1.974272 0.2 0.3 -0.4 0.47
H -0.765992 -0.898724 -1.687684 -0.4 -0.3 -0.3 0.20
H 0.251340 -0.898063 -4.469323 -0.4 0.3 0.0 0.43
H 1.166621 -2.378854 -4.653087 -0.3 -0.5 -0.2 0.41
H 2.961271 -1.233531 -6.141615 -0.1 -0.4 0.2 0.02
H 3.887217 -0.352703 -2.958484 -0.2 0.1 0.4 0.00
H 4.918056 -0.405914 -4.378456 0.2 0.3 -0.2 0.49
H 5.457281 -3.361270 -3.076245 -0.1 0.1 0.0 0.30
```
Positions in Å, forces in eV/Å.

Computed properties:
E (eV): -62032.82025
HOMO level (eV): -8.068
ΔE to the lowest compared entry with this formula, charge and spin (kJ/mol): 0.0
Multiplicity: 1
SMILES: CCOC(C)=O.CCOC(C)=O.CCOC(C)=O.CCOC(C)=O.CCSCPCOO


ORCA calculation (ωB97M-V with the def2-TZVPD basis set) on C3H3FS in the gas phase in a non-equilibrium geometry.

Structure (XYZ):
```
8
Properties=species:S:1:pos:R:3:forces:R:3:mulliken_charge:R:1
F 2.419578 -0.747807 -0.079795 -2.7 0.8 0.5 -0.23
C 1.016970 -0.660802 0.063418 1.6 3.0 -1.0 -0.11
C 0.268964 0.490558 -0.019622 1.1 -2.0 0.6 -0.17
C -1.188482 0.438826 -0.023422 -0.4 0.7 -0.1 -0.15
S -2.138522 -0.871851 -0.038870 0.0 0.2 0.0 -0.24
H 0.622420 -1.619045 0.136603 -0.7 -1.5 0.1 0.36
H 0.642724 1.497608 0.015335 0.7 0.0 -0.3 0.30
H -1.643650 1.472510 -0.053648 0.3 -1.2 0.1 0.24
```
Positions in Å, forces in eV/Å.

Computed properties:
E (eV): -16710.49514
HOMO level (eV): -9.005
ΔE to the lowest compared entry with this formula, charge and spin (kJ/mol): 32.0
Multiplicity: 1
SMILES: F/C=C/C=S